Computed, not measured: a structure of composition C23H29BiN4OS2Se, with wB97M-V/def2-TZVPD.

Geometry as XYZ:
```
61
Properties=species:S:1:pos:R:3:forces:R:3
Bi -0.49280 -0.97399 -0.05836 -0.1 0.2 0.1
O 0.52100 0.30663 2.56979 0.1 -0.2 0.1
C 1.88400 0.07153 2.80586 -0.2 -0.1 -0.1
C 2.76147 0.12266 1.57532 0.1 0.0 -0.2
C 4.14066 0.21563 1.74748 0.1 0.0 0.0
C 4.96170 0.24887 0.63747 0.0 0.0 0.0
C 4.38752 0.19984 -0.62562 0.0 0.0 0.0
C 3.01368 0.10381 -0.71211 -0.2 0.0 0.1
N 2.20797 0.06570 0.35996 0.2 0.0 0.1
H 0.40718 1.04440 1.93862 -0.2 0.1 -0.1
H 1.96451 -0.92966 3.23557 0.0 0.0 0.0
H 2.29109 0.77428 3.54113 0.0 0.0 0.0
H 4.55377 0.25189 2.74962 0.0 0.0 -0.1
H 6.03698 0.31850 0.75309 0.0 0.0 0.0
H 4.99253 0.23098 -1.52308 -0.1 0.0 0.1
H 2.51712 0.04256 -1.67712 0.0 0.0 0.1
S -0.11178 -0.78938 -2.55099 0.0 0.1 0.0
C -1.82533 -0.63940 -3.00854 -0.1 0.1 -0.1
C -2.11368 0.05451 -4.18581 0.0 -0.1 0.1
C -3.41933 0.21703 -4.62134 0.0 0.0 0.0
C -4.46086 -0.32200 -3.88007 0.0 0.0 0.0
C -4.18628 -1.03125 -2.72163 0.1 0.0 0.0
C -2.87648 -1.20311 -2.26899 0.0 0.0 0.0
S -2.64507 -2.16957 -0.79407 0.0 -0.1 0.0
H -1.28905 0.47039 -4.75334 -0.1 0.0 0.0
H -3.61812 0.77352 -5.52917 0.0 0.0 0.0
H -5.48729 -0.18827 -4.19972 0.0 0.0 0.0
H -4.99316 -1.46991 -2.14591 0.0 0.1 0.0
C -3.20478 1.57254 0.10289 0.0 0.0 0.1
C -2.72543 2.05638 1.47048 0.0 0.1 -0.2
N -1.99676 3.32820 1.40429 0.1 0.0 0.1
C -2.65934 4.51209 1.93834 -0.1 -0.1 -0.2
C -3.73942 5.07383 1.01866 0.0 0.0 0.0
C -0.74406 3.34620 0.88407 -0.1 -0.1 -0.1
C -0.09962 4.68849 0.64283 0.0 0.0 0.0
N -0.16214 2.22750 0.59474 0.0 -0.1 0.1
H -3.66806 0.58601 0.18886 0.0 0.1 0.0
H -2.36667 1.49366 -0.59354 -0.1 0.0 0.0
H -3.93694 2.26329 -0.32046 0.0 0.0 0.0
H -2.08968 1.30098 1.93145 0.1 0.0 0.1
H -3.58092 2.21360 2.12734 0.0 0.0 0.0
H -1.91775 5.27698 2.14950 0.0 0.0 0.0
H -3.10592 4.23823 2.89518 0.0 0.0 0.1
H -3.32656 5.32262 0.03841 0.0 0.0 0.0
H -4.16597 5.98030 1.45575 0.0 -0.1 0.0
H -4.54660 4.35234 0.87594 0.0 0.0 0.0
H -0.79037 5.39386 0.17981 0.0 0.0 0.0
H 0.75735 4.55983 -0.01263 0.0 0.0 0.0
H 0.25505 5.11977 1.58066 0.0 0.0 0.0
H 0.73892 2.36141 0.15279 0.0 0.2 0.0
Se 1.26455 -2.93766 0.32916 0.1 -0.3 0.1
C 0.38981 -4.61697 0.01844 0.0 0.2 0.0
C 1.06794 -5.57994 -0.71915 -0.1 0.0 0.0
C 0.47520 -6.82270 -0.89074 -0.1 0.0 0.0
N -0.71932 -7.14971 -0.39693 0.0 0.1 0.0
C -1.36027 -6.21279 0.30112 0.1 0.0 0.0
C -0.85159 -4.94370 0.54523 0.0 -0.2 -0.1
H 2.03352 -5.35952 -1.15454 0.0 0.0 0.0
H 0.98591 -7.59456 -1.45951 0.0 0.0 0.0
H -2.33480 -6.48997 0.69519 0.1 0.0 0.0
H -1.41880 -4.23957 1.13583 0.0 0.0 0.0
```
Positions in Å, forces in eV/Å.

As for the total charge: 0. As for the orbital gap: 0.278 Eh. Its highest occupied orbital energy is -7.244 eV. The calculation puts the total energy at -4600.56069 Ha. The LUMO energy comes out at 0.330 eV.

***

Computed, not measured: a structure of composition C23H29BrNORuS4Sb2, with wB97M-V/def2-TZVPD.

Geometry as XYZ:
```
62
Properties=species:S:1:pos:R:3:forces:R:3
Ru 1.05426 0.39922 -0.51956 0.1 0.1 0.0
O 3.23309 0.84456 5.46897 0.0 0.0 0.0
C 2.78182 0.74668 4.20427 0.0 0.0 0.0
C 1.43216 0.76318 3.86462 0.0 0.0 0.0
C 1.09872 0.66181 2.53629 0.0 0.0 0.0
N 1.97436 0.54131 1.52068 0.0 0.0 0.0
C 3.26450 0.51737 1.87839 0.0 0.0 0.0
Br 4.61202 0.32017 0.58548 0.0 0.0 0.0
C 3.70927 0.62009 3.18760 0.0 0.0 0.0
H 2.49541 0.93020 6.08301 0.0 0.0 0.0
H 0.65452 0.85544 4.61190 0.0 0.0 0.0
H 0.05693 0.67165 2.24968 0.0 0.0 0.0
H 4.76508 0.59815 3.40891 0.0 0.0 0.0
C -0.96828 3.88161 -1.51466 0.0 0.0 0.0
Sb -0.67618 2.37772 -0.05282 0.0 0.0 0.0
C -0.30465 3.64823 1.63334 0.0 0.0 0.0
C -2.76996 1.97922 0.30628 0.0 0.0 0.0
C -3.32987 1.18430 -0.83677 0.0 0.0 0.0
C -3.83389 1.86304 -1.94530 0.0 0.0 0.0
C -4.29270 1.18968 -3.06390 0.0 0.0 0.0
C -4.26779 -0.19618 -3.08417 0.0 0.0 0.0
C -3.79112 -0.88336 -1.98177 0.0 0.0 0.0
C -3.31529 -0.21773 -0.85291 0.0 0.0 0.0
C -2.77653 -1.02727 0.28671 0.0 0.0 0.0
Sb -0.67214 -1.46021 0.06665 -0.1 -0.1 0.0
C -0.48799 -2.61183 1.86157 0.0 0.0 0.0
C -0.82121 -3.02765 -1.34394 0.0 0.0 0.0
H -1.76869 4.53919 -1.17521 0.0 0.0 0.0
H -1.22768 3.41281 -2.46074 0.0 0.0 0.0
H -0.04674 4.44529 -1.64053 0.0 0.0 0.0
H -0.88642 4.56480 1.54287 0.0 0.0 0.0
H 0.75658 3.89381 1.65845 0.0 0.0 0.0
H -0.57535 3.14748 2.56277 0.0 0.0 0.0
H -3.25719 2.95272 0.37798 0.0 0.0 0.0
H -2.87939 1.48102 1.26907 0.0 0.0 0.0
H -3.85610 2.94696 -1.92816 0.0 0.0 0.0
H -4.66728 1.74461 -3.91399 0.0 0.0 0.0
H -4.62043 -0.73954 -3.95087 0.0 0.0 0.0
H -3.78165 -1.96796 -1.99027 0.0 0.0 0.0
H -3.26493 -2.00237 0.33017 0.0 0.0 0.0
H -2.91711 -0.54767 1.25546 0.0 0.0 0.0
H -1.46428 -3.02853 2.10882 0.0 0.0 0.0
H -0.13721 -1.99858 2.69074 0.0 0.0 0.0
H 0.22039 -3.42074 1.69572 0.0 0.0 0.0
H -1.56784 -3.75038 -1.01613 0.0 0.0 0.0
H 0.15600 -3.50054 -1.42958 0.0 0.0 0.0
H -1.09510 -2.60107 -2.30698 0.0 0.0 0.0
S -0.07157 0.32696 -2.63184 0.0 0.0 -0.1
S 1.37090 0.96461 -3.96474 0.0 0.0 0.0
S 1.90810 2.73131 -3.10289 0.0 0.0 0.0
S 2.41199 2.13514 -1.18632 -0.1 -0.1 0.0
C 3.54681 -3.80789 -1.19134 0.0 0.0 0.0
C 3.23541 -2.98627 -2.26610 0.0 0.0 0.0
C 2.51551 -1.81265 -2.07892 0.0 0.0 0.0
C 2.09940 -1.39598 -0.80908 0.0 0.0 0.0
C 2.43330 -2.24546 0.25681 0.0 0.0 0.0
C 3.13934 -3.42904 0.07856 0.0 0.0 0.0
H 4.10070 -4.72603 -1.34138 0.0 0.0 0.0
H 3.55265 -3.26107 -3.26540 0.0 0.0 0.0
H 2.29376 -1.20137 -2.94119 0.0 0.0 0.0
H 2.14519 -1.98243 1.27041 0.0 0.0 0.0
H 3.37439 -4.05053 0.93530 0.0 0.0 0.0
```
Positions in Å, forces in eV/Å.

As for the total charge: 0. As for the multiplicity: 2. The expectation value of S² is 0.76. As for the orbital gap (spin up / spin down): 0.251 / 0.228 Eh. Its highest occupied orbital energy (spin up / spin down) is -6.831 / -6.973 eV. The calculation puts the total energy at -5765.99333 Ha. The calculation puts the energy relative to the best compared isomer or geometry (same formula, charge and spin) at 0.0 kcal/mol. The LUMO energy (spin up / spin down) comes out at 0.004 / -0.780 eV.

***

Number 1 is which compound?
C23H29BiN4OS2Se

***

What is the total charge in the first record?
0

***

Which value of total charge does entry 2 give?
0